C17H47INO13S as an isolated structure in a non-equilibrium geometry. Source: OMol25; level of theory: ωB97M-V/def2-TZVPD.

- Strongest force on any atom: 0.065 hartree/bohr
- Multiplicity: 1
- E_tot: -65429.4674 eV
- E_LUMO: 1.76 eV
- Total charge: -1
- Kohn-Sham gap: 6.5 eV

CARTESIAN COORDINATES (ANGSTROEM)
1 C -2.386 4.057 -1.886
2 C -1.056 4.088 -2.088
3 C -0.152 2.902 -2.538
4 C 1.136 3.560 -3.235
5 O 2.375 3.019 -2.744
6 C 3.316 4.082 -2.751
7 C 4.783 3.611 -2.478
8 C 4.869 2.924 -1.053
9 C -0.793 1.951 -3.629
10 O 0.011 1.248 -4.283
11 O -2.041 1.834 -3.837
12 N 0.369 2.025 -1.430
13 I -0.890 0.449 -0.980
14 S 0.684 2.883 0.003
15 C 1.806 1.774 0.958
16 O -0.519 3.012 0.828
17 O 1.413 4.132 -0.190
18 H -2.988 3.162 -1.646
19 H -2.932 5.027 -2.000
20 H -0.536 5.052 -1.869
21 H 1.162 4.662 -3.010
22 H 1.057 3.495 -4.353
23 H 3.280 4.627 -3.740
24 H 3.093 4.875 -1.980
25 H 5.183 2.954 -3.284
26 H 5.389 4.553 -2.376
27 H 4.350 3.570 -0.297
28 H 5.950 2.818 -0.773
29 H 4.336 1.943 -1.030
30 H 2.484 1.310 0.197
31 H 1.197 1.003 1.477
32 H 2.454 2.379 1.629
33 C -5.942 1.453 -0.384
34 O -4.589 1.671 -0.745
35 H -6.124 1.921 0.582
36 H -6.606 1.899 -1.131
37 H -6.140 0.379 -0.307
38 H -4.446 1.249 -1.602
39 C -1.384 0.752 2.900
40 O -0.671 -0.258 3.623
41 H -0.886 1.707 3.052
42 H -1.386 0.513 1.834
43 H -2.411 0.817 3.268
44 H -1.127 -1.093 3.473
45 C 0.934 -3.622 2.714
46 O 1.116 -2.435 1.952
47 H 0.187 -4.241 2.225
48 H 1.878 -4.173 2.771
49 H 0.589 -3.368 3.720
50 H 1.780 -1.905 2.404
51 C -3.476 -1.888 1.225
52 O -3.097 -1.877 -0.145
53 H -4.253 -1.140 1.376
54 H -3.865 -2.872 1.498
55 H -2.615 -1.645 1.852
56 H -2.410 -2.543 -0.258
57 C 2.564 0.034 -6.611
58 O 2.544 -0.584 -5.337
59 H 3.147 -0.584 -7.295
60 H 1.544 0.129 -6.991
61 H 3.027 1.023 -6.534
62 H 2.020 -0.013 -4.753
63 C -2.909 -5.720 3.121
64 O -2.087 -4.682 2.600
65 H -3.017 -5.577 4.195
66 H -3.896 -5.681 2.651
67 H -2.443 -6.688 2.931
68 H -2.008 -4.834 1.652
69 C 2.407 0.164 5.879
70 O 1.146 0.714 6.223
71 H 3.140 0.486 6.618
72 H 2.351 -0.929 5.879
73 H 2.713 0.519 4.891
74 H 0.516 0.417 5.555
75 C -0.014 -7.652 0.692
76 O -1.403 -7.746 0.997
77 H 0.486 -7.134 1.509
78 H 0.412 -8.653 0.585
79 H 0.128 -7.088 -0.232
80 H -1.826 -8.206 0.264


A 3-piece molecular cluster, C17H48BN6O5P2 overall in a non-equilibrium geometry. Source: OMol25; level of theory: ωB97M-V/def2-TZVPD.

- Strongest force on any atom: 0.097 hartree/bohr
- Multiplicity: 1
- E_tot: -56840.1715 eV
- E_LUMO: 2.07 eV
- Total charge: -1
- Kohn-Sham gap: 6.0 eV

CARTESIAN COORDINATES (ANGSTROEM)
1 C 7.051 -3.342 -2.517
2 C 7.252 -1.966 -1.848
3 O 6.476 -0.958 -2.428
4 C 5.357 -0.548 -1.608
5 B 4.035 -1.466 -1.837
6 O 2.741 -0.815 -2.159
7 C 1.922 -1.923 -2.376
8 C 2.551 -3.068 -1.461
9 O 3.608 -2.439 -0.782
10 H 6.416 -3.227 -3.390
11 H 7.995 -3.836 -2.746
12 H 6.499 -3.994 -1.837
13 H 8.308 -1.688 -1.957
14 H 7.058 -2.076 -0.778
15 H 5.137 0.484 -1.896
16 H 5.685 -0.512 -0.559
17 H 4.295 -2.164 -2.864
18 H 0.852 -1.737 -2.273
19 H 2.120 -2.298 -3.394
20 H 1.808 -3.524 -0.800
21 H 3.007 -3.802 -2.135
22 O -1.974 -1.769 -1.608
23 P -3.372 -1.360 -1.324
24 N -3.750 -2.323 0.037
25 C -5.075 -2.741 0.428
26 C -2.860 -2.172 1.180
27 N -4.152 -1.925 -2.774
28 C -4.829 -3.210 -2.786
29 C -3.294 -1.792 -3.949
30 N -4.515 -0.127 -1.107
31 C -4.353 0.895 -0.076
32 C -5.833 -0.094 -1.721
33 H -5.642 -1.963 0.968
34 H -4.988 -3.602 1.094
35 H -5.671 -3.070 -0.416
36 H -3.099 -1.282 1.782
37 H -1.826 -2.094 0.847
38 H -2.925 -3.049 1.828
39 H -4.224 -4.024 -2.363
40 H -5.080 -3.475 -3.814
41 H -5.784 -3.166 -2.259
42 H -2.557 -2.598 -4.028
43 H -2.748 -0.850 -3.929
44 H -3.917 -1.795 -4.848
45 H -4.928 0.608 0.814
46 H -4.703 1.869 -0.421
47 H -3.313 1.023 0.229
48 H -6.514 -0.824 -1.270
49 H -5.792 -0.265 -2.790
50 H -6.269 0.897 -1.574
51 O 2.924 3.923 2.079
52 P 1.515 3.521 2.289
53 N 1.409 3.430 3.994
54 C 0.428 2.659 4.719
55 C 1.837 4.608 4.726
56 N 1.403 1.997 1.510
57 C 1.441 0.743 2.247
58 C 2.309 1.928 0.355
59 N -0.069 3.915 1.902
60 C -0.499 5.295 2.087
61 C -1.129 2.972 1.609
62 H -0.554 3.156 4.797
63 H 0.791 2.491 5.736
64 H 0.279 1.675 4.283
65 H 1.062 5.390 4.757
66 H 2.732 5.029 4.272
67 H 2.091 4.343 5.756
68 H 2.266 0.688 2.969
69 H 1.554 -0.081 1.541
70 H 0.497 0.557 2.768
71 H 3.328 1.679 0.663
72 H 2.346 2.877 -0.178
73 H 1.972 1.174 -0.360
74 H -1.045 5.438 3.029
75 H -1.144 5.617 1.265
76 H 0.362 5.967 2.095
77 H -1.477 2.472 2.520
78 H -0.824 2.217 0.890
79 H -1.989 3.492 1.176